The following is a quantum chemistry calculation of a molecular structure, C45H53InN9O3PS2, from OMol25.

Calculated values
Energy relative to the best compared isomer or geometry (same formula, charge and spin) ... 63.1 kJ/mol
Energy ... -103204.1715 eV
Total charge ... +2
HOMO-LUMO gap ... 0.290 hartree
HOMO energy ... -12.7 eV
E_LUMO ... -4.81 eV

Cartesian coordinates (Å):
In 2.065 0.604 -1.246
C 5.626 1.914 1.306
C 4.555 1.091 0.663
N 3.914 1.509 -0.358
N 4.299 2.716 -0.906
C 4.134 2.737 -2.206
N 4.417 3.917 -2.809
S 3.528 1.438 -3.213
C 4.328 -0.344 1.007
C 4.845 -0.928 2.151
C 4.828 -2.313 2.264
C 4.290 -3.063 1.234
C 3.728 -2.386 0.160
N 3.737 -1.062 0.043
H 6.330 2.251 0.547
H 6.170 1.375 2.074
H 5.183 2.814 1.737
H 4.908 4.615 -2.273
H 4.495 3.942 -3.811
H 5.277 -0.319 2.933
H 5.254 -2.795 3.135
H 4.292 -4.146 1.260
H 3.257 -2.938 -0.651
N 0.239 0.849 -2.837
C 0.082 2.265 -3.221
C 0.077 3.087 -1.957
N 1.350 2.883 -1.267
H 0.549 0.291 -3.623
H -0.649 0.468 -2.523
H -0.823 2.435 -3.803
H 0.941 2.541 -3.829
H -0.724 2.746 -1.298
H -0.106 4.133 -2.190
H 1.254 3.024 -0.265
H 2.071 3.496 -1.627
O 0.794 1.918 1.020
P -0.168 2.095 2.168
C 0.497 1.332 3.650
C 1.579 0.465 3.500
C 2.134 -0.154 4.613
C 1.616 0.097 5.877
C 0.553 0.980 6.035
C -0.003 1.601 4.926
C -1.763 1.354 1.801
C -2.766 1.272 2.769
C -3.971 0.652 2.470
C -4.178 0.108 1.205
C -3.191 0.197 0.231
C -1.987 0.825 0.531
C -0.478 3.808 2.578
C 0.537 4.524 3.226
C 0.356 5.862 3.533
C -0.838 6.494 3.199
C -1.847 5.793 2.553
C -1.670 4.450 2.241
H 1.984 0.293 2.509
H 2.976 -0.828 4.495
H 2.047 -0.387 6.745
H 0.169 1.196 7.024
H -0.812 2.312 5.061
H -2.612 1.690 3.758
H -4.749 0.596 3.220
H -5.114 -0.389 0.977
H -3.355 -0.244 -0.749
H -1.192 0.877 -0.204
H 1.464 4.029 3.496
H 1.139 6.412 4.039
H -0.982 7.538 3.447
H -2.775 6.289 2.297
H -2.462 3.908 1.739
C -7.945 -1.908 -2.423
C -6.584 -2.303 -2.940
C -5.916 -3.411 -2.418
C -4.657 -3.772 -2.872
C -4.044 -3.021 -3.861
N -2.726 -3.364 -4.319
C -1.639 -3.193 -3.523
O -1.690 -2.804 -2.371
N -0.416 -3.490 -4.128
C 0.806 -2.976 -3.690
C 1.992 -3.473 -4.219
C 3.198 -2.899 -3.866
C 3.213 -1.833 -2.988
N 2.078 -1.376 -2.441
C 0.899 -1.937 -2.768
C -4.688 -1.920 -4.398
C -5.953 -1.569 -3.941
H -8.555 -2.786 -2.207
H -8.480 -1.288 -3.141
H -7.856 -1.338 -1.495
H -6.399 -4.015 -1.657
H -4.148 -4.637 -2.462
H -2.596 -3.545 -5.300
H -0.405 -4.093 -4.933
H 1.969 -4.304 -4.918
H 4.126 -3.272 -4.278
H 4.126 -1.324 -2.708
H 0.020 -1.569 -2.263
H -4.211 -1.345 -5.184
H -6.458 -0.713 -4.375
O 0.838 -0.677 0.148
S 1.024 -1.788 1.206
C -0.276 -1.557 2.453
C -1.080 -2.854 2.518
C -1.151 -3.369 1.084
C 0.284 -3.316 0.567
H -0.868 -0.714 2.096
H 0.214 -1.288 3.388
H -2.064 -2.668 2.944
H -0.573 -3.581 3.156
H -1.779 -2.725 0.475
H -1.549 -4.380 1.027
H 0.368 -3.275 -0.516
H 0.893 -4.139 0.953